Model A:
Entry from OMol25: a cluster of 15 separate species, C38H111N5O15 in total (wB97M-V/def2-TZVPD).

LUMO level ... 0.26 eV
Total charge ... 0
Gap between HOMO and LUMO ... 0.32883 hartree

The geometry in XYZ format:
```
169
C38H111N5O15 wB97M-V/def2-TZVPD
C 1.0435 -5.5345 -5.2087
C 1.6486 -5.3351 -3.8241
O 0.6887 -5.4773 -2.7586
H 1.8287 -5.6728 -5.9519
H 0.3921 -4.7142 -5.5104
H 0.3785 -6.3980 -5.1955
H 2.0222 -4.3126 -3.8803
H 2.5092 -6.0008 -3.7583
H 0.5520 -6.3986 -2.5261
C 3.7877 0.5120 -1.0835
C 4.0064 1.0132 -2.5104
O 3.5929 -0.0244 -3.3213
H 2.8176 0.0155 -1.0626
H 3.8630 1.2924 -0.3262
H 4.5437 -0.2234 -0.8083
H 5.0839 1.0883 -2.6566
H 3.4411 1.9263 -2.6966
H 4.1134 -0.7818 -3.0439
C -1.2032 -1.6596 -5.6813
C -1.8969 -1.3956 -4.3099
O -3.3013 -1.4666 -4.6082
H -1.6462 -2.5607 -6.1054
H -0.1390 -1.8551 -5.5501
H -1.2786 -0.8468 -6.4037
H -1.5483 -0.4355 -3.9293
H -1.5845 -2.0400 -3.4881
H -3.5443 -2.3864 -4.4798
C -0.7776 3.9556 -3.6116
C -1.6676 2.8183 -3.0992
O -3.0103 3.2131 -3.2038
H 0.2455 3.6471 -3.3970
H -1.0549 4.8980 -3.1393
H -0.9144 4.0447 -4.6893
H -1.2820 2.5746 -2.1093
H -1.4475 1.9892 -3.7716
H -3.3536 3.4409 -2.3368
C -1.3978 -3.0662 3.1153
C -1.9709 -1.9889 4.0801
O -1.9725 -0.8301 3.2922
H -1.5144 -4.0938 3.4598
H -0.3686 -2.7645 2.9208
H -1.8751 -3.1384 2.1380
H -1.2872 -1.8342 4.9149
H -2.9439 -2.3770 4.3815
H -2.2662 -0.1233 3.8716
C -5.6926 1.7762 2.1983
C -5.7624 1.7319 0.7143
O -4.4415 1.9450 0.1655
H -6.7246 1.6534 2.5269
H -5.2447 2.6848 2.6008
H -5.1810 0.8771 2.5420
H -6.3575 2.5467 0.3021
H -6.1578 0.7286 0.5551
H -3.9332 1.1391 0.2828
C -2.9824 4.9831 1.5001
C -2.5587 4.7090 0.0731
O -3.7449 4.5769 -0.7113
H -2.0500 5.2319 2.0069
H -3.2554 4.1104 2.0933
H -3.6673 5.8298 1.5457
H -2.0431 3.7514 0.1447
H -1.9048 5.5142 -0.2621
H -4.2533 3.7988 -0.4710
C 0.2441 1.3117 5.0202
C -0.9019 1.4513 6.0764
O -2.1570 1.1113 5.3523
H 1.0816 1.8302 5.4870
H 0.0211 1.8118 4.0777
H 0.4987 0.2588 4.8989
H -1.1086 2.4714 6.4003
H -0.7518 0.7654 6.9102
H -2.8851 1.2655 5.9587
C -6.9340 1.5247 -2.7216
C -5.5390 0.9113 -2.9339
O -5.6552 -0.2806 -3.6728
H -6.7312 2.4508 -2.1837
H -7.5639 0.8583 -2.1324
H -7.3677 1.9104 -3.6443
H -4.9921 0.6242 -2.0359
H -4.9446 1.6697 -3.4433
H -4.8454 -0.6250 -4.0565
O 0.9890 1.1314 -2.8447
H 0.6012 0.6331 -2.1253
H 1.8251 0.6972 -3.0141
C 2.7832 -1.1792 2.0651
C 4.1748 -0.9647 2.6499
C 4.3545 0.2748 3.6200
O 5.6792 0.2958 4.0866
C 5.9395 1.3716 4.8707
N 4.4349 -2.2080 3.4105
H 2.6447 -2.0878 1.4791
H 2.5595 -0.3606 1.3811
H 2.0360 -1.1591 2.8584
H 4.8069 -0.8983 1.7644
H 3.6696 0.1698 4.4614
H 4.0397 1.1532 3.0565
H 5.1959 1.5332 5.6511
H 5.9503 2.2832 4.2733
H 6.8744 1.2757 5.4228
H 5.4322 -2.1344 3.5520
H 4.2786 -2.9784 2.7763
C 7.0150 -0.2715 -4.2446
C 7.3532 -0.7239 -2.8758
C 6.7400 -2.1263 -2.6709
O 5.2712 -2.1102 -2.6900
C 4.6930 -3.3556 -2.3389
N 8.8056 -0.7945 -2.7455
H 7.3741 0.7308 -4.4780
H 5.9731 -0.4389 -4.5177
H 7.5334 -0.8972 -4.9712
H 6.9554 0.0147 -2.1799
H 7.1241 -2.5598 -1.7475
H 7.0928 -2.8529 -3.4028
H 3.6083 -3.4005 -2.4365
H 4.9314 -3.7104 -1.3362
H 4.9847 -4.2129 -2.9455
H 9.2931 -0.0249 -3.1815
H 9.0779 -1.5827 -3.3153
C -3.3431 -4.6460 0.0441
C -4.5141 -3.7022 -0.0943
C -5.1079 -3.0442 1.1787
O -5.6966 -4.0212 2.0516
C -6.5765 -3.5747 3.1269
N -4.1927 -2.6586 -1.0962
H -2.9838 -4.9202 -0.9478
H -3.5409 -5.4804 0.7170
H -2.5575 -4.1531 0.6169
H -5.2785 -4.3496 -0.5239
H -5.8813 -2.2922 1.0222
H -4.3683 -2.4240 1.6852
H -7.4605 -3.0600 2.7504
H -6.1017 -2.9316 3.8679
H -6.9760 -4.4289 3.6736
H -3.7856 -3.1216 -1.8962
H -5.0515 -2.2737 -1.4629
C -0.7280 0.8820 0.3815
C -1.6012 -0.0497 -0.3519
C -0.8675 -1.4065 -0.7068
O 0.1227 -1.1534 -1.6728
C 1.0281 -2.2557 -1.8467
N -2.8233 -0.2536 0.3991
H 0.1613 1.2885 -0.1003
H -0.4242 0.6027 1.3903
H -1.3396 1.7685 0.5495
H -1.9907 0.4252 -1.2524
H -1.5323 -2.1565 -1.1353
H -0.4024 -1.7454 0.2189
H 0.4251 -3.1405 -2.0506
H 1.6173 -2.5470 -0.9772
H 1.7049 -2.0529 -2.6766
H -3.4118 -0.9522 -0.0320
H -2.5780 -0.5360 1.3373
C 3.3054 4.7693 4.9816
C 2.8323 4.2601 3.6369
C 1.7403 5.2192 3.0914
O 1.3625 5.0362 1.7193
C 0.6322 3.8002 1.4939
N 4.0231 4.2232 2.7883
H 2.6407 4.6522 5.8374
H 3.3905 5.8552 4.9403
H 4.2491 4.3181 5.2882
H 2.5068 3.2236 3.7255
H 2.1356 6.2343 3.1310
H 0.8152 5.0469 3.6414
H -0.3015 3.7695 2.0554
H 1.2136 2.9205 1.7697
H 0.4935 3.7924 0.4128
H 3.7896 3.9176 1.8544
H 4.3067 5.1918 2.8265
```


Model B:
Entry from OMol25: a structure of composition C38H111N5O15 (wB97M-V/def2-TZVPD).

LUMO level ... 0.36 eV
Total charge ... 0
Gap between HOMO and LUMO ... 0.24614 hartree

The geometry in XYZ format:
```
169
C38H111N5O15 wB97M-V/def2-TZVPD
O -2.5876 -1.6785 3.0445
H -2.0063 -0.9681 2.7731
H -2.8616 -2.0908 2.2252
C -3.6604 -3.5171 -0.1531
C -3.0089 -2.1795 0.2513
O -3.6634 -1.6776 1.4084
H -3.3187 -3.8334 -1.1386
H -4.7454 -3.4549 -0.2371
H -3.4151 -4.3313 0.5288
H -3.1929 -1.5168 -0.5943
H -1.9420 -2.2183 0.4714
H -4.3893 -1.1163 1.1262
C -0.5498 -2.3191 3.6098
C 0.8297 -2.6422 3.3764
O 1.0496 -4.0336 3.4888
H -1.1759 -2.7996 2.8580
H -0.7278 -1.2623 3.4108
H -0.8941 -2.5914 4.6075
H 1.5142 -2.0698 4.0023
H 1.1665 -2.3730 2.3753
H 0.8781 -4.3868 4.3649
C 1.4523 2.8014 -1.3106
C 2.8257 3.4172 -1.2951
O 3.4623 3.1161 -2.5473
H 0.9215 3.0001 -2.2417
H 0.9248 3.2134 -0.4504
H 1.4758 1.7158 -1.2149
H 3.3989 3.0501 -0.4438
H 2.7369 4.4989 -1.1946
H 3.8689 2.2475 -2.5045
C -1.7783 -2.3128 -1.8589
C -1.0923 -3.6827 -1.9353
O -1.3003 -4.1772 -3.1778
H -2.8559 -2.3599 -2.0159
H -1.4046 -1.6182 -2.6112
H -1.5676 -1.7542 -0.9469
H -1.5531 -4.3614 -1.2176
H -0.0291 -3.6441 -1.6983
H -1.2497 -5.1232 -3.0222
C 2.0496 1.3315 1.0150
C 3.4108 1.7757 1.6125
O 4.3935 1.5315 0.5775
H 2.0417 0.2651 0.7893
H 1.8263 1.9390 0.1379
H 1.2728 1.5345 1.7522
H 3.5597 1.3417 2.6013
H 3.3402 2.8542 1.7536
H 5.1293 1.1037 1.0215
C -3.8438 0.9471 0.6932
C -4.5393 0.1145 -0.3030
O -5.4418 -0.7482 0.3722
H -4.4959 1.7247 1.0911
H -2.9828 1.4584 0.2627
H -3.3769 0.3597 1.4838
H -3.8305 -0.4649 -0.8946
H -4.9950 0.8072 -1.0104
H -5.9148 -1.2418 -0.3018
C 2.6506 -0.9025 3.8064
C 3.2494 0.4043 4.3928
O 3.6822 0.1504 5.7282
H 1.8775 -1.3099 4.4580
H 3.3262 -1.7552 3.7377
H 2.1224 -0.6910 2.8767
H 2.5256 1.2183 4.4310
H 4.0990 0.8522 3.8774
H 4.4099 0.7510 5.9057
C -2.6709 3.0440 -1.1980
C -1.3804 3.4735 -0.5468
O -1.4076 3.2186 0.8544
H -3.5413 3.2849 -0.5877
H -2.7922 1.9610 -1.2187
H -2.9505 3.4576 -2.1669
H -1.3064 4.5452 -0.7313
H -0.4743 3.0561 -0.9860
H -2.0770 3.7490 1.2928
C -2.4348 0.5270 -2.1794
C -2.3745 0.2688 -3.6777
O -3.3390 -0.7193 -4.0339
H -1.7405 1.3275 -1.9240
H -2.3139 -0.4267 -1.6655
H -3.4103 0.9455 -1.9314
H -1.3802 -0.0693 -3.9695
H -2.6043 1.1989 -4.1975
H -3.0874 -1.0886 -4.8836
C 0.3290 -1.0826 1.8092
C -0.7174 0.0988 1.4908
C -1.5543 -0.2750 0.1845
O -0.8276 -0.3562 -1.0466
C -0.0016 0.7832 -1.4298
N -1.6123 0.2304 2.6679
H 0.9724 -1.3964 0.9872
H -0.1560 -1.9942 2.1584
H 0.9834 -0.7690 2.6226
H -0.1572 1.0288 1.3934
H -2.3844 0.4017 -0.0182
H -2.0647 -1.2307 0.3035
H -0.6602 1.5935 -1.7424
H 0.7156 0.6320 -2.2365
H 0.6295 1.0564 -0.5841
H -0.9769 0.5000 3.4052
H -2.0384 1.1332 2.5145
C -1.7938 2.8062 3.2063
C -0.5556 2.7380 4.1016
C 0.4486 1.6488 3.6794
O -0.0292 0.2674 3.7174
C -0.5336 -0.0816 4.9886
N 0.1735 4.0108 4.0312
H -2.4789 1.9792 3.3928
H -1.5839 2.7878 2.1369
H -2.4297 3.6587 3.4451
H -0.8610 2.5504 5.1310
H 1.3977 1.7016 4.2127
H 0.8272 1.7001 2.6585
H -1.3481 0.5975 5.2407
H 0.2505 -0.1412 5.7433
H -0.9995 -1.0651 4.9269
H -0.4022 4.7657 4.3759
H 0.4106 4.3512 3.1103
C 0.2922 -1.0928 -2.9762
C 0.9915 -2.0663 -2.0779
C 2.4273 -2.3815 -2.4904
O 2.4569 -3.0448 -3.8149
C 3.8265 -3.3197 -4.0651
N 0.9473 -1.5648 -0.7200
H 0.8696 -0.1895 -3.1734
H -0.6340 -0.7457 -2.5183
H 0.1302 -1.4691 -3.9863
H 0.5037 -3.0372 -2.1639
H 2.7875 -3.0683 -1.7244
H 3.1403 -1.5579 -2.5264
H 3.8804 -3.8987 -4.9870
H 4.4613 -3.8532 -3.3577
H 4.2894 -2.3512 -4.2547
H -0.0326 -1.4101 -0.5303
H 1.1457 -2.3702 -0.1437
C 2.8315 -1.5152 1.0870
C 3.9927 -1.7008 0.1381
C 5.1261 -2.5553 0.6338
O 5.5817 -2.1046 1.9194
C 6.5186 -3.0338 2.5015
N 3.5225 -2.1046 -1.1656
H 2.3407 -2.4496 1.3590
H 2.1220 -0.7869 0.6942
H 3.0706 -1.1823 2.0970
H 4.3572 -0.7131 -0.1441
H 5.9233 -2.6852 -0.0982
H 4.7612 -3.5741 0.7643
H 7.4353 -3.2269 1.9444
H 6.0045 -3.9816 2.6614
H 6.7894 -2.5894 3.4592
H 2.5858 -1.7680 -1.3369
H 3.4173 -3.1069 -1.2315
C -4.0211 2.6887 -4.7036
C -2.9205 3.6544 -5.0531
C -1.4795 3.1722 -4.6623
O -1.2317 2.8363 -3.2645
C -0.0345 2.1466 -3.0617
N -2.9258 3.9082 -6.4841
H -4.9586 3.0757 -5.1028
H -4.1890 2.4407 -3.6555
H -3.7666 1.7197 -5.1329
H -3.1259 4.5997 -4.5508
H -0.7591 3.9251 -4.9820
H -1.2593 2.2891 -5.2620
H -0.0431 1.1088 -3.3950
H 0.0885 2.0124 -1.9870
H 0.8301 2.5540 -3.5858
H -2.5972 3.0707 -6.9431
H -2.2373 4.5958 -6.7549
```


What should be chosen as the most stable of them? Choose model A.


Model A:
Entry from OMol25: an isolated molecule of C4H7F2N (wB97M-V/def2-TZVPD).

LUMO level (spin up / spin down) ... 0.54 / 0.24 eV
Total charge ... 0
Gap between HOMO and LUMO (spin up / spin down) ... 0.28630 / 0.22763 hartree

The geometry in XYZ format:
```
14
C4H7F2N wB97M-V/def2-TZVPD
C 1.0281 0.0264 -1.0164
C -0.0070 -0.2077 -0.0773
C 2.5512 -0.0471 -0.4274
C -0.8260 0.9318 0.4689
N -0.2047 -1.3781 0.4158
F 2.7198 -1.1306 0.4451
F 2.8228 1.1050 0.3019
H 0.9382 -0.6534 -1.7738
H 0.8127 0.9538 -1.3656
H -1.4459 0.6296 1.3754
H -1.5941 1.3426 -0.2976
H -0.1289 1.7672 0.8517
H -0.9467 -1.4471 1.0376
H 0.3484 -2.2211 -0.0164
```


Model B:
Entry from OMol25: a cluster of 2 separate species, C4H7F2N in total (wB97M-V/def2-TZVPD).

LUMO level ... 0.60 eV
Total charge ... 0
Gap between HOMO and LUMO ... 0.28700 hartree

The geometry in XYZ format:
```
14
C4H7F2N wB97M-V/def2-TZVPD
C 2.1667 0.9823 0.9059
C 0.5001 0.8557 -0.4125
C -1.5040 -0.3761 -1.0057
C -0.3026 -0.9092 0.9910
N -0.3876 -0.0487 -0.2259
F 3.1364 1.1015 -0.0393
F 0.4740 1.5188 -1.5849
H 1.9246 1.9004 1.3296
H -2.3322 -0.6337 -0.4405
H -1.7166 0.3452 -1.7756
H -1.2406 -1.2775 -1.4287
H 0.0453 -1.8534 0.5656
H 0.4490 -0.5848 1.5831
H -1.2124 -1.0206 1.5379
```


What should be chosen as the most stable of them? Choose model A.


Model A:
Entry from OMol25: a cluster of 2 separate species, C8H14O2S in total (wB97M-V/def2-TZVPD).

LUMO level ... -0.57 eV
Total charge ... 0
Gap between HOMO and LUMO ... 0.24783 hartree

The geometry in XYZ format:
```
25
C8H14O2S wB97M-V/def2-TZVPD
C -2.9441 1.2739 2.6236
C -3.0189 0.2065 2.0822
C -3.0305 -1.0963 1.4151
C -1.6959 -1.3029 0.6687
C -0.5677 -1.4669 1.6875
S 0.9791 -0.5788 1.3592
C 0.6882 0.6142 0.0700
H -2.7900 2.2299 3.0644
H -3.8630 -1.1340 0.7133
H -3.1746 -1.8775 2.1645
H -1.5648 -0.4382 0.0257
H -1.7957 -2.1914 0.0480
H -0.2807 -2.5170 1.7449
H -0.8587 -1.1687 2.6924
H 1.7362 -1.4966 0.7413
H 1.6311 1.1194 -0.1907
H 0.3051 0.1284 -0.8232
H -0.0078 1.3534 0.4612
C 3.3947 0.9459 -3.2542
C 2.1977 1.5476 -2.4994
O 1.0640 1.0811 -2.7700
O 2.4544 2.4266 -1.6403
H 3.0726 0.1746 -3.9521
H 3.9157 1.7302 -3.8044
H 4.0999 0.5144 -2.5406
```


Model B:
Entry from OMol25: a cluster of 2 separate species, C8H14O2S in total (wB97M-V/def2-TZVPD).

LUMO level ... 0.61 eV
Total charge ... 0
Gap between HOMO and LUMO ... 0.35244 hartree

The geometry in XYZ format:
```
25
C8H14O2S wB97M-V/def2-TZVPD
C -0.9172 -4.5432 -1.7341
C -0.4664 -3.1868 -2.2089
C -0.4648 -0.2664 0.6401
C 0.2326 2.1526 0.2112
C 0.9036 -0.9261 0.3457
C 1.6930 1.8044 -0.1335
C -0.2520 1.1658 1.3278
C -1.6628 1.5360 1.7157
O 0.9137 0.1720 -1.9585
O 0.2759 -4.1422 -1.3792
S 1.8454 0.1056 -0.8509
H -0.0712 -3.1278 -3.1910
H -0.5039 -2.1866 -1.8447
H -1.0934 -0.1153 -0.3610
H -1.0242 -0.8205 1.3490
H 0.3938 3.2371 0.5142
H -0.3219 2.0718 -0.7275
H 1.2714 -1.3589 1.2184
H 0.6893 -1.8541 -0.2672
H 1.9501 2.3067 -1.0350
H 2.4823 1.8854 0.5938
H 0.5398 1.0283 2.0722
H -2.2200 0.8520 2.4035
H -2.4132 1.7243 0.9511
H -1.7800 2.4859 2.3489
```


What should be chosen as the most stable of them? Choose model A.


Model A:
Entry from OMol25: the ion C11H14NO with charge +1 (wB97M-V/def2-TZVPD).

LUMO level (spin up / spin down) ... -4.38 / -4.39 eV
Total charge ... +1
Gap between HOMO and LUMO (spin up / spin down) ... 0.26877 / 0.26854 hartree

The geometry in XYZ format:
```
27
C11H14NO wB97M-V/def2-TZVPD
C -2.0653 -0.8574 -2.0641
C -1.5982 -0.0126 -3.0552
C -1.6378 -0.7891 -0.7583
C -0.4685 0.7315 -2.8526
C -0.4654 0.0885 -0.4691
C 0.1533 0.8320 -1.5353
C 0.2110 -0.2876 0.6772
C 1.4119 1.4907 -1.3164
C 2.7342 -0.0271 -0.0533
C 0.9572 -0.9185 2.7501
C -1.3625 0.1147 2.5808
N -0.1143 -0.3308 1.8923
O 2.3998 0.4206 -1.2260
H -2.9514 -1.4511 -2.3731
H -2.1672 -0.1151 -3.9393
H -2.1110 -1.3384 0.0958
H 0.1813 1.2550 -3.5622
H 1.8168 1.9488 -2.2575
H 1.4048 2.1138 -0.3618
H 2.5826 0.6234 0.7861
H 2.9119 -1.1407 0.0547
H 1.6493 -0.1518 2.8892
H 1.3797 -1.6755 2.1776
H 0.4120 -1.0331 3.6493
H -1.9208 -0.8202 2.9725
H -2.1161 0.5104 1.8431
H -1.2274 0.8195 3.4555
```


Model B:
Entry from OMol25: the ion C11H14NO with charge +1 (wB97M-V/def2-TZVPD).

LUMO level ... -3.08 eV
Structure (SMILES) ... C#C[C@@H]([NH2+]C)[C@H](O)c1ccccc1
Total charge ... +1
Gap between HOMO and LUMO ... 0.34766 hartree

The geometry in XYZ format:
```
27
C11H14NO wB97M-V/def2-TZVPD
C 0.9884 -2.5545 0.4681
C 1.1689 -1.3532 0.6045
C -3.5156 -0.5584 0.3299
C -2.9399 -1.1112 -0.7590
C -3.0312 0.4881 1.0758
C -1.7130 -0.6386 -1.1409
C -1.7397 0.9093 0.7985
C -1.0889 0.4095 -0.3951
C 3.3865 -0.1239 -0.4741
C 1.1562 0.0343 0.6858
C 0.3690 0.8105 -0.4957
N 2.5127 0.7231 0.4780
O 0.5902 2.1559 -0.5065
H 0.6658 -3.4761 0.2416
H -4.5579 -0.9662 0.4439
H -3.4273 -1.8634 -1.3205
H -3.7485 0.8842 1.7248
H -1.3603 -0.6974 -2.1728
H -1.3422 1.8009 1.2466
H 3.9984 0.5905 -1.0903
H 3.9519 -0.7712 0.0515
H 2.6651 -0.6154 -1.2057
H 0.6916 0.3865 1.5774
H 0.9138 0.3088 -1.4769
H 3.1787 1.0243 1.1918
H 2.2639 1.6018 0.0247
H -0.0364 2.6019 0.0946
```


What should be chosen as the most stable of them? Choose model B.